# 1
Formula: C10H9Br2CuNO
Source: OMol25
Level of theory: the ωB97M-V functional and the def2-TZVPD basis

Structure (XYZ):
```
24
Properties=species:S:1:pos:R:3:forces:R:3:mulliken_charge:R:1
Br -3.524 -3.130 2.472 0.067 0.349 -0.081 -0.230
Br -4.195 1.585 -0.790 0.013 -0.503 0.336 -0.115
Cu 0.564 0.847 -1.261 0.279 1.431 -1.010 -0.689
O -1.284 0.953 -1.282 -0.235 -0.029 0.319 -1.105
N 0.423 -0.576 0.021 1.392 -0.869 1.780 -0.542
C -1.352 -1.644 1.303 -0.404 0.541 -0.484 0.786
C -1.756 0.254 -0.302 -1.428 -0.208 -0.094 1.622
C -0.885 -0.647 0.399 -0.227 -0.664 -0.157 0.218
C 1.347 -1.320 0.665 -1.031 0.393 -0.568 -0.231
C -3.608 -0.734 0.893 0.281 -0.605 0.567 -0.177
C -0.374 -2.491 1.876 0.080 -0.004 0.033 -0.527
C 0.968 -2.314 1.594 -0.297 0.196 -0.103 -0.619
C 3.829 3.429 -2.347 -0.814 -1.217 1.168 -0.822
C -3.124 0.266 0.054 1.597 -0.030 -0.389 -0.597
C -2.765 -1.688 1.476 -0.337 0.378 -0.111 -0.163
H 2.396 -1.130 0.430 -0.390 -0.080 -0.100 0.497
H -4.678 -0.749 1.058 0.037 -0.264 0.172 0.433
H 3.537 4.450 -2.435 -0.113 0.765 -0.221 0.260
H 1.778 1.679 -1.583 0.496 -0.653 0.235 0.492
H 1.732 -2.937 2.062 -0.293 0.256 -0.176 0.369
H 3.149 2.940 -1.598 0.783 0.581 -0.661 0.316
H 3.684 2.885 -3.271 0.136 0.059 -0.260 0.239
H -0.708 -3.275 2.554 0.152 0.149 -0.118 0.318
H 4.846 3.345 -1.988 0.256 0.025 -0.077 0.268
```
Positions in Å, forces in eV/Å.

Results
Frontier orbital gap (alpha / beta)   7.073 / 6.386 eV
Spin multiplicity   2
<S²>   0.75
E   -7304.9008 Eh

# 2
Formula: CH5N3O3
Source: OMol25
Level of theory: the ωB97M-V functional and the def2-TZVPD basis

Structure (XYZ):
```
12
Properties=species:S:1:pos:R:3:forces:R:3:mulliken_charge:R:1
O -3.109 0.112 -1.206 0.426 0.779 0.525 -0.433
O -2.337 1.533 0.293 -1.173 -1.484 -0.412 -0.407
O 0.225 -0.553 1.063 -1.181 -0.562 0.086 -0.712
N 0.867 0.392 -0.822 0.737 1.890 1.509 -0.618
N 0.280 0.530 0.414 2.366 -0.665 0.603 0.786
N -2.829 0.472 -0.071 -0.440 -1.271 0.419 0.524
C 0.182 1.692 0.948 -1.081 -0.827 1.877 -0.482
H 1.295 -0.443 -0.989 0.958 -2.814 0.267 0.232
H -0.221 1.685 1.981 0.336 0.181 -1.065 0.257
H 0.537 2.532 0.455 0.322 1.266 -0.907 0.346
H 0.443 0.744 -1.592 -2.032 1.581 -2.316 0.200
H -3.072 -0.338 0.638 0.762 1.926 -0.587 0.306
```
Positions in Å, forces in eV/Å.

Results
Frontier orbital gap (alpha / beta)   8.645 / 8.644 eV
Spin multiplicity   1
E   -430.8520 Eh
Energy above the lowest of the compared OMol25 structures with the same formula, charge and spin   449.0 kJ/mol

# 3
Formula: C34H34N6O7RhS2
Source: OMol25
Level of theory: the ωB97M-V functional and the def2-TZVPD basis

Structure (XYZ):
```
84
Properties=species:S:1:pos:R:3:forces:R:3:mulliken_charge:R:1
Rh 0.595 -1.299 0.488 0.151 0.092 0.273 1.038
S 1.736 0.425 1.528 -0.059 -0.045 -0.073 -0.800
S 0.974 0.181 -2.306 0.051 0.061 0.016 1.663
O 0.123 -7.304 4.056 0.212 0.013 -0.018 -0.562
O -1.113 -0.699 1.371 -0.007 -0.026 -0.134 -0.743
O 0.159 0.035 -1.076 -0.003 -0.061 -0.011 -0.025
O 2.220 -1.797 -0.540 -0.211 -0.326 -0.478 -0.444
O -0.415 -8.475 2.331 0.208 -0.058 -0.039 -0.573
O 0.974 -0.893 -3.248 -0.009 0.005 -0.050 -0.833
O 3.908 -2.256 0.862 -0.021 0.105 0.073 -0.669
N -0.547 -2.845 -0.306 0.005 0.082 0.097 0.584
N 2.494 0.570 -1.870 0.002 -0.143 -0.057 -0.013
N 0.990 -2.721 1.857 -0.027 0.111 -0.077 0.909
N -0.125 -7.435 2.875 -0.554 0.059 0.108 0.966
N 1.026 2.966 1.402 -0.034 0.045 0.135 0.296
N -0.770 1.616 1.277 0.055 -0.019 -0.053 0.451
C -2.190 -3.896 -1.661 0.016 -0.002 -0.014 -1.197
C 2.439 3.320 1.556 0.020 -0.036 -0.045 -0.809
C -2.973 0.712 1.389 0.018 0.004 -0.001 0.641
C -0.828 3.714 -2.887 -0.003 0.010 -0.005 -0.970
C -0.204 -6.204 2.058 0.147 0.001 -0.047 -0.031
C -1.380 -2.802 -1.325 0.102 -0.090 -0.085 -0.204
C -0.477 4.383 2.779 -0.002 0.006 -0.006 -1.316
C -1.232 -5.096 0.179 0.025 0.008 0.011 0.539
C -4.899 2.151 1.270 -0.001 0.001 0.002 -0.818
C 1.532 -4.932 3.436 0.006 -0.022 -0.019 -0.649
C 3.626 -0.307 -2.271 -0.011 0.055 0.020 -0.714
C 4.330 -0.876 -1.049 0.009 0.009 0.042 -0.670
C 3.459 -1.737 -0.141 0.033 0.082 0.135 0.384
C 0.101 4.112 1.399 -0.004 -0.015 0.011 -0.262
C 2.189 -3.747 3.620 -0.030 0.007 0.001 -1.197
C 3.037 3.852 0.261 0.038 -0.013 0.002 -0.896
C 0.558 1.718 1.388 -0.059 0.041 -0.104 0.573
C -5.731 1.052 1.436 -0.001 0.008 0.001 -0.425
C 0.368 -3.906 1.612 0.019 -0.011 -0.060 0.517
C 0.472 1.793 -4.416 0.002 0.000 -0.007 -0.895
C 0.301 1.619 -3.049 0.003 0.022 0.068 -0.324
C -3.813 -0.388 1.554 0.008 -0.001 -0.012 -0.415
C -3.525 1.984 1.252 0.001 0.000 0.028 -0.209
C -1.498 0.512 1.337 0.013 0.019 0.224 -0.105
C -0.666 3.922 -4.254 0.002 0.006 0.003 1.001
C -0.492 -3.953 0.465 0.003 0.044 0.072 -0.200
C 0.568 -5.036 2.408 -0.017 0.006 -0.017 0.147
C -1.196 5.160 -4.919 0.003 0.001 -0.001 -1.531
C -0.348 2.568 -2.273 0.007 -0.020 -0.005 -0.112
C -1.058 -6.243 1.015 0.002 -0.016 -0.009 -0.725
C -5.187 -0.217 1.582 0.001 -0.007 0.007 -0.809
C 1.884 -2.642 2.819 -0.060 -0.008 0.100 -0.065
C -2.106 -5.047 -0.922 0.000 0.001 0.003 -0.725
C -0.012 2.945 -5.007 0.003 -0.007 0.000 -0.829
H 2.366 -1.688 2.969 0.007 -0.041 -0.009 0.526
H -3.379 -1.372 1.667 -0.001 -0.004 -0.004 0.441
H -2.856 -3.818 -2.508 0.004 -0.003 -0.004 0.478
H -1.569 5.875 -4.188 0.000 0.000 0.000 0.348
H -1.390 -1.888 -1.903 -0.011 0.012 0.004 0.620
H -2.704 -5.914 -1.173 0.000 0.000 0.001 0.485
H 2.499 4.062 2.354 0.011 0.032 -0.022 0.389
H -1.346 4.459 -2.295 0.003 0.000 0.001 0.370
H -1.085 3.543 3.110 0.000 -0.008 0.003 0.254
H 0.315 4.552 3.510 0.001 -0.003 0.000 0.380
H -5.835 -1.071 1.721 0.001 -0.002 -0.004 0.423
H 2.587 4.796 -0.044 -0.022 -0.019 -0.005 0.370
H 0.677 4.968 1.049 -0.005 -0.004 0.005 0.556
H 0.967 1.032 -5.005 0.004 -0.001 0.001 0.519
H -5.324 3.140 1.159 0.002 0.001 0.002 0.428
H -6.805 1.185 1.456 0.000 0.001 -0.001 0.397
H 2.994 2.450 1.891 -0.022 0.013 0.044 0.443
H 1.752 -5.781 4.062 -0.013 -0.014 0.018 0.573
H -2.013 4.911 -5.597 -0.001 -0.002 0.000 0.336
H 4.105 4.023 0.395 -0.004 0.014 -0.006 0.419
H 2.948 -3.645 4.382 -0.009 -0.004 0.009 0.463
H -1.606 -7.153 0.813 0.007 0.007 -0.007 0.565
H 0.114 3.089 -6.073 0.000 0.000 0.000 0.426
H 3.247 -1.097 -2.915 -0.024 -0.005 0.027 0.371
H -1.103 5.275 2.751 0.001 -0.003 -0.001 0.409
H -0.419 5.646 -5.510 -0.001 -0.001 0.000 0.378
H 4.326 0.299 -2.847 -0.007 -0.010 -0.019 0.410
H 5.219 -1.440 -1.335 -0.024 -0.005 -0.059 0.447
H 2.498 0.768 -0.869 -0.010 0.116 -0.018 -0.154
H -0.495 2.403 -1.213 -0.009 -0.006 0.008 0.328
H 2.904 3.134 -0.550 0.012 -0.002 0.000 0.066
H -2.866 2.832 1.132 -0.001 0.002 -0.005 0.403
H -0.690 3.922 0.677 0.003 0.000 0.005 -0.039
H 4.690 -0.055 -0.420 0.056 -0.039 0.027 0.225
```
Positions in Å, forces in eV/Å.

Results
Frontier orbital gap   7.942 eV
Spin multiplicity   1
Charge   +1
E   -3078.0166 Eh
Energy above the lowest of the compared OMol25 structures with the same formula, charge and spin   5.8 kJ/mol

# 4
Formula: C5H12O2
Source: OMol25
Level of theory: the ωB97M-V functional and the def2-TZVPD basis

Structure (XYZ):
```
19
Properties=species:S:1:pos:R:3:forces:R:3:mulliken_charge:R:1
O 1.277 0.260 0.485 0.163 -0.042 -0.108 -0.547
O 1.456 1.305 -2.051 0.130 0.194 0.002 -0.584
C -0.547 -1.231 0.962 -0.019 -0.018 -0.041 -0.490
C -0.115 0.058 0.269 -0.336 -0.031 -0.006 0.171
C 0.031 1.340 -1.922 -0.327 0.008 -0.008 -0.452
C -0.467 0.084 -1.218 0.036 -0.025 0.001 -0.759
C -0.215 -1.191 2.451 0.010 0.004 0.065 -1.191
H -0.461 -2.133 2.950 0.023 0.122 -0.083 0.377
H -0.285 2.231 -1.361 0.077 -0.124 -0.090 0.296
H 1.709 0.236 -0.380 -0.009 0.039 0.133 0.403
H -1.556 0.012 -1.334 0.152 0.021 0.047 0.404
H -0.028 -2.072 0.481 -0.065 0.114 0.055 0.288
H -0.397 1.414 -2.928 0.061 -0.040 0.140 0.313
H -0.772 -0.388 2.950 0.071 -0.122 -0.061 0.291
H -0.641 0.899 0.754 0.081 -0.095 -0.044 0.216
H 0.852 -0.992 2.586 -0.160 -0.059 0.022 0.275
H 1.821 2.053 -1.565 0.005 -0.081 -0.117 0.333
H -0.033 -0.791 -1.723 -0.039 0.086 0.084 0.374
H -1.624 -1.386 0.810 0.145 0.048 0.009 0.281
```
Positions in Å, forces in eV/Å.

Results
Frontier orbital gap   10.775 eV
Spin multiplicity   1
E   -348.1778 Eh
Energy above the lowest of the compared OMol25 structures with the same formula, charge and spin   70.9 kJ/mol

# 5
Formula: C25H22BBrN12O2Re
Source: OMol25
Level of theory: the ωB97M-V functional and the def2-TZVPD basis

Structure (XYZ):
```
64
Properties=species:S:1:pos:R:3:forces:R:3:mulliken_charge:R:1
Re -0.380 0.170 0.616 0.302 -0.085 0.362 2.539
Br 2.634 -7.846 0.602 0.004 -0.018 0.000 -0.044
O -0.358 -1.719 -0.218 -0.130 -0.314 -0.245 -0.812
O 0.731 -1.312 1.556 0.022 -0.376 0.153 -0.695
N -1.023 1.461 -1.952 0.130 0.169 0.188 0.614
N 1.335 0.215 -0.479 0.393 0.126 -0.056 -0.509
N 0.724 2.817 -3.105 0.051 -0.054 -0.042 -0.077
N 0.034 2.212 0.684 -0.100 0.463 -0.283 -0.725
N 0.689 1.981 -4.195 -0.137 -0.195 0.139 -0.975
N 0.404 2.848 -0.488 0.095 -0.156 0.031 0.781
N -3.486 -1.500 2.916 0.196 0.083 -0.091 -0.063
N -1.215 0.126 4.684 0.058 -0.018 -0.130 -0.039
N -2.134 -0.830 1.323 -0.359 -0.020 0.357 0.342
N -0.502 0.591 2.667 0.174 -0.060 0.429 0.086
N -1.543 0.785 -0.880 -0.369 -0.006 -0.671 -0.111
N 1.402 0.907 -1.644 0.016 0.198 -0.117 0.703
C 2.502 -0.490 -0.385 -0.027 -0.041 0.143 -0.414
C 0.014 0.731 4.827 -0.004 0.015 0.015 -0.803
C 2.555 0.661 -2.254 -0.063 0.008 0.062 0.217
C 0.944 2.733 -5.241 0.095 0.070 -0.029 -0.450
C 0.464 0.997 3.577 0.073 0.051 -0.075 -0.531
C -3.870 -2.144 1.765 -0.030 -0.049 -0.021 -0.891
C -0.002 3.195 1.634 -0.144 -0.056 0.057 -0.162
C 0.636 4.129 -0.230 -0.062 0.016 -0.011 0.247
C -3.022 -1.737 0.784 -0.004 -0.024 -0.067 -0.678
C 2.303 -5.257 1.678 -0.003 -0.076 -0.059 -0.721
C -2.432 -0.732 2.617 -0.037 0.079 0.029 -0.016
C 1.803 -3.977 1.696 -0.036 0.028 -0.026 -0.364
C -1.979 1.757 -2.811 -0.079 -0.099 0.036 0.220
C -2.898 0.680 -1.135 0.180 -0.108 0.241 -0.352
C 1.167 4.075 -4.871 -0.085 0.082 0.124 -0.786
C 0.594 -4.419 -0.378 0.009 0.014 0.015 -0.406
C -3.202 1.268 -2.321 0.104 0.060 -0.121 -1.467
C 3.286 -0.239 -1.480 0.019 0.011 -0.007 -1.461
C 0.386 4.397 1.113 -0.026 -0.037 -0.087 -1.433
C 1.013 4.090 -3.514 0.041 0.073 -0.104 -0.036
C 1.951 -6.119 0.631 -0.054 0.143 0.004 0.096
C 0.437 -2.217 0.679 -0.104 0.062 -0.127 0.848
C 0.943 -3.548 0.669 -0.039 0.056 -0.001 0.171
C -1.478 0.024 3.381 -0.104 0.043 0.007 0.074
C 1.097 -5.698 -0.396 0.059 -0.073 0.048 -0.733
B 0.415 2.069 -1.858 -0.096 -0.020 -0.005 0.744
H -3.932 -1.606 3.817 -0.004 0.012 0.014 0.212
H 2.711 -1.108 0.468 0.033 -0.023 -0.016 0.786
H 2.964 -5.605 2.458 0.008 0.002 0.005 0.471
H 1.401 1.431 3.275 -0.021 0.060 -0.018 0.631
H -0.363 3.011 2.626 0.065 -0.069 0.033 0.657
H 1.395 4.911 -5.508 0.016 0.007 0.000 0.463
H 2.072 -3.301 2.497 0.000 0.000 0.014 0.488
H 2.789 1.147 -3.187 0.016 -0.007 -0.031 0.553
H 0.453 5.345 1.615 0.004 0.018 0.016 0.475
H -3.560 0.216 -0.430 -0.016 0.006 -0.008 0.683
H 0.966 2.293 -6.224 0.012 -0.005 -0.032 0.507
H 0.845 -6.381 -1.195 -0.003 0.006 -0.001 0.468
H -4.699 -2.830 1.748 -0.013 -0.010 -0.028 0.443
H -4.169 1.358 -2.784 -0.028 -0.005 -0.007 0.478
H 0.947 4.802 -1.006 0.026 0.015 0.028 0.358
H -0.059 -4.083 -1.172 -0.003 0.015 0.002 0.507
H -1.746 2.294 -3.716 -0.026 0.023 -0.025 0.528
H 0.451 0.920 5.793 0.015 0.005 0.006 0.461
H 1.098 4.928 -2.847 -0.001 0.024 -0.028 0.448
H -2.975 -2.042 -0.246 -0.013 -0.023 -0.005 0.763
H -1.791 -0.202 5.447 -0.011 0.006 0.003 0.212
H 4.264 -0.631 -1.691 0.019 -0.023 0.013 0.481
```
Positions in Å, forces in eV/Å.

Results
Frontier orbital gap (alpha / beta)   4.463 / 4.564 eV
Spin multiplicity   1
Charge   +3
E   -4449.8019 Eh

# 6
Formula: C4H8N2O2
Source: OMol25
Level of theory: the ωB97M-V functional and the def2-TZVPD basis

Structure (XYZ):
```
16
Properties=species:S:1:pos:R:3:forces:R:3:mulliken_charge:R:1
O 0.983 -2.070 0.490 -0.051 0.251 0.078 -0.620
O 2.049 -0.517 -0.787 -0.143 0.243 0.042 -0.466
N -0.059 0.130 0.201 0.341 -0.483 -0.178 0.230
N -1.641 -0.344 -1.554 0.100 -0.020 -0.021 -0.603
C -0.519 -0.650 -1.102 0.455 0.119 0.606 -0.175
C -0.869 -0.094 1.407 0.054 0.030 -0.176 -0.909
C 0.301 1.537 -0.041 0.031 -0.203 0.059 -0.908
C 0.956 -1.050 -0.162 -0.739 0.135 -0.491 0.849
H -1.855 0.336 1.238 0.016 -0.027 0.032 0.318
H -0.944 -1.164 1.576 -0.010 -0.015 -0.030 0.326
H -1.855 -0.889 -2.390 0.027 -0.005 0.085 0.276
H 0.816 1.616 -0.993 0.022 -0.004 0.002 0.336
H -0.391 0.374 2.268 0.002 0.016 -0.059 0.339
H 0.945 1.894 0.763 -0.007 -0.010 -0.033 0.332
H 2.699 -1.232 -0.840 -0.110 0.010 0.105 0.339
H -0.616 2.123 -0.074 0.013 -0.037 -0.021 0.338
```
Positions in Å, forces in eV/Å.

Results
Frontier orbital gap   9.307 eV
Spin multiplicity   1
E   -417.1066 Eh
Energy above the lowest of the compared OMol25 structures with the same formula, charge and spin   392.2 kJ/mol